1.
DFT (the ωB97M-V functional and the def2-TZVPD basis) results for an isolated molecule of C8H10.

Each atom is followed by the atoms it is bonded to, with distances in Å.
CARTESIAN COORDINATES (ANGSTROEM)
1 C 0.397 1.429 0.540  C2 1.375, C6 1.480, C7 1.627, H9 1.027
2 C 0.326 1.716 -0.804  C1 1.375, C5 1.263
3 C -0.029 -0.326 -1.836  C4 1.491, C5 1.505, H10 1.141, H11 1.141
4 C -0.578 -0.717 -0.506  C3 1.491, C7 1.440, H12 1.231, H13 1.122
5 C 0.205 1.158 -1.930  C2 1.263, C3 1.505, H14 1.101
6 C 1.413 0.362 0.671  C1 1.480, C7 1.416, H15 1.062
7 C 0.100 -0.167 0.639  C1 1.627, C4 1.440, C6 1.416, C8 1.550
8 C -0.427 -0.747 1.977  C7 1.550, H16 1.034, H17 1.145, H18 1.061
9 H 0.242 2.091 1.309  C1 1.027
10 H 0.927 -0.911 -2.044  C3 1.141
11 H -0.715 -0.728 -2.654  C3 1.141
12 H -1.764 -0.399 -0.417  C4 1.231
13 H -0.845 -1.803 -0.413  C4 1.122
14 H 0.322 1.529 -2.959  C5 1.101
15 H 2.008 0.175 1.531  C6 1.062
16 H -0.571 0.057 2.611  C8 1.034
17 H 0.351 -1.479 2.386  C8 1.145
18 H -1.364 -1.239 1.898  C8 1.061

## Properties
orbital gap (spin up / spin down) = 7.449 / 8.563 eV
net charge = 0

2.
DFT (the ωB97M-V functional and the def2-TZVPD basis) results for an isolated molecule of C8H10.

Each atom is followed by the atoms it is bonded to, with distances in Å.
CARTESIAN COORDINATES (ANGSTROEM)
1 C 1.022 -0.074 -0.558  C2 1.508, C5 1.519, C6 1.535, H9 0.977
2 C 0.658 0.589 0.747  C1 1.508, C7 1.319, H10 1.030
3 C -0.704 2.705 1.695  C4 1.339, C7 1.437, H11 1.066
4 C -0.946 2.664 0.379  C3 1.339, C7 1.433, H12 1.119
5 C 1.444 -1.517 -0.779  C1 1.519, C6 1.428, H13 1.025, H14 1.092
6 C 0.103 -1.166 -1.122  C1 1.535, C5 1.428, C8 1.485, H15 1.072
7 C -0.040 1.694 0.920  C2 1.319, C3 1.437, C4 1.433
8 C -1.015 -1.562 -0.229  C6 1.485, H16 1.082, H17 1.125, H18 1.069
9 H 1.219 0.522 -1.306  C1 0.977
10 H 1.054 0.163 1.597  C2 1.030
11 H -0.808 2.902 2.738  C3 1.066
12 H -1.558 2.903 -0.526  C4 1.119
13 H 1.430 -2.163 0.017  C5 1.025
14 H 2.266 -1.674 -1.480  C5 1.092
15 H -0.116 -1.169 -2.172  C6 1.072
16 H -1.325 -2.597 -0.274  C8 1.082
17 H -1.941 -0.948 -0.407  C8 1.125
18 H -0.742 -1.272 0.763  C8 1.069

## Properties
SMILES string = C[C@@H]1C[C@@H]1C=C1C=C1
orbital gap = 8.683 eV
net charge = 0

3.
DFT (the ωB97M-V functional and the def2-TZVPD basis) results for an isolated molecule of C8H10.

Each atom is followed by the atoms it is bonded to, with distances in Å.
CARTESIAN COORDINATES (ANGSTROEM)
1 C 3.535 0.197 -0.353  C2 1.199, H9 1.061
2 C 2.396 -0.090 -0.112  C1 1.199, C3 1.493
3 C 1.064 -0.332 0.518  C2 1.493, C4 1.529, C8 1.538, H10 1.105
4 C -0.243 -0.768 -0.145  C3 1.529, C5 1.513, C8 1.475, H11 1.100
5 C -1.688 -1.214 -0.120  C4 1.513, C6 1.645, H12 1.084, H13 1.134
6 C -2.389 0.261 -0.323  C5 1.645, C7 1.590, H14 1.120, H15 1.081
7 C -1.249 1.344 -0.091  C6 1.590, C8 1.510, H16 1.105, H17 1.128
8 C -0.231 0.490 0.626  C3 1.538, C4 1.475, C7 1.510, H18 1.144
9 H 4.505 0.313 -0.767  C1 1.061
10 H 1.311 -0.711 1.526  C3 1.105
11 H 0.048 -0.334 -1.113  C4 1.100
12 H -1.990 -1.951 -0.856  C5 1.084
13 H -2.005 -1.586 0.904  C5 1.134
14 H -3.242 0.410 0.387  C6 1.120
15 H -2.840 0.274 -1.305  C6 1.081
16 H -0.838 1.662 -1.066  C7 1.105
17 H -1.600 2.193 0.564  C7 1.128
18 H -0.520 0.401 1.730  C8 1.144

## Properties
SMILES string = C#CC1[C@H]2CCC[C@H]12
orbital gap = 10.201 eV
net charge = 0

4.
DFT (the ωB97M-V functional and the def2-TZVPD basis) results for the ion C8H10 with charge +1.

Each atom is followed by the atoms it is bonded to, with distances in Å.
CARTESIAN COORDINATES (ANGSTROEM)
1 C -2.375 -0.828 -1.136  C2 1.408, H9 1.184, H10 1.082, H11 1.091
2 C -2.155 0.009 -0.025  C1 1.408, C5 1.495, H12 1.093
3 C 1.559 0.684 -0.516  C4 1.546, C7 1.363, C8 1.560
4 C 0.421 -0.309 -0.186  C3 1.546, C5 1.504, C6 1.453, H13 1.077
5 C -0.771 0.467 0.303  C2 1.495, C4 1.504, C6 1.465, H15 1.098
6 C 0.143 -0.198 1.235  C4 1.453, C5 1.465, H16 1.084
7 C 2.031 1.477 0.487  C3 1.363, C8 1.458, H17 1.081
8 C 2.961 0.417 0.116  C3 1.560, C7 1.458, H14 1.096, H18 1.080
9 H -1.913 -1.491 -0.271  C1 1.184
10 H -3.377 -1.110 -1.432  C1 1.082
11 H -1.830 -0.672 -2.068  C1 1.091
12 H -2.946 0.318 0.663  C2 1.093
13 H 0.388 -1.115 -0.900  C4 1.077
14 H 3.112 -0.506 0.687  C8 1.096
15 H -0.739 1.564 0.252  C5 1.098
16 H -0.199 -1.095 1.739  C6 1.084
17 H 1.859 1.720 1.527  C7 1.081
18 H 3.830 0.668 -0.475  C8 1.080

## Properties
spin multiplicity = 2
orbital gap (spin up / spin down) = 6.490 / 6.464 eV
net charge = +1

Results for energy relative to the best compared isomer or geometry (same formula, charge and spin): 155.0; 123.7; 129.8; 180.6 (in kcal per mole, following the order of the records).